Entry 1:
The following is a DFT calculation (the ωB97M-V functional and the def2-TZVPD basis) of C37H29Cl3GeN9ORuS2 as an isolated structure.

Geometry as XYZ:
```
83
Properties=species:S:1:pos:R:3:forces:R:3
C 1.439 -4.916 2.491 -0.02 0.01 0.05
H 1.234 1.741 -3.725 0.02 -0.03 0.04
C -4.332 -2.665 -1.756 0.02 0.02 0.00
C -0.625 4.651 -1.555 -0.01 0.04 0.04
C 4.412 2.389 -0.888 -0.03 0.05 -0.04
N -2.821 1.702 -2.951 -0.11 0.14 0.04
N -2.641 -0.734 3.681 -0.09 0.00 -0.05
H -3.569 2.989 -1.515 0.01 -0.01 0.02
N -0.733 -3.378 -2.587 0.04 -0.13 -0.03
C -1.964 -3.074 -2.109 0.02 0.18 0.12
H 1.316 3.194 1.430 0.00 0.00 -0.02
C 1.654 -0.100 -4.700 0.01 -0.03 -0.01
C -2.015 0.663 -3.130 0.16 -0.21 -0.01
H -1.647 -0.970 3.555 0.04 0.03 0.00
C 4.191 0.916 0.985 0.03 -0.01 -0.01
S -5.107 -1.371 2.765 -0.10 -0.02 -0.02
H 6.342 3.281 -1.167 -0.01 0.00 0.00
C 5.523 1.136 1.318 0.00 0.00 -0.01
H 5.953 0.640 2.180 0.00 0.00 -0.01
H -1.172 6.248 -0.229 0.00 -0.01 0.00
C -3.512 -2.332 -0.731 0.01 0.05 0.01
H 2.740 -2.931 -3.199 0.00 0.00 -0.01
C 0.893 0.103 0.767 -0.39 -0.02 -0.09
H 2.523 -1.499 -1.225 -0.02 0.01 0.02
H 7.335 2.163 0.805 -0.01 0.00 0.00
H -1.859 0.309 -4.143 -0.03 0.04 -0.01
S -3.400 -3.325 -3.051 -0.05 0.01 -0.04
C 0.915 -3.699 2.093 0.04 0.03 -0.08
H 2.165 -2.047 -5.450 0.00 0.01 0.01
C 2.068 -1.418 -4.573 0.00 0.01 0.01
C -2.947 2.122 -1.700 -0.01 -0.03 -0.11
C 0.343 -3.200 4.327 -0.02 0.02 0.08
H 3.600 0.242 1.595 0.01 0.01 0.00
H 0.098 5.305 1.682 0.00 0.00 0.00
C 3.616 1.539 -0.121 0.02 0.03 0.10
Cl 1.086 -3.295 0.402 -0.03 -0.06 0.07
C -2.071 2.306 2.767 0.08 -0.04 0.05
C 2.386 -1.913 -3.314 -0.02 0.02 -0.01
H -3.282 4.045 2.824 -0.02 0.02 -0.02
H 0.841 -4.656 5.808 0.01 -0.01 -0.01
H 1.880 -5.574 1.756 0.00 0.00 0.01
Ru -0.784 -0.718 0.816 0.11 0.54 0.14
Cl 2.050 -6.803 4.334 0.00 0.00 0.00
H -1.759 2.206 3.794 -0.01 0.00 -0.01
H 1.379 0.130 1.751 0.17 -0.23 -0.07
C -0.625 5.320 -0.341 0.01 -0.03 -0.02
C 0.860 -4.404 4.757 -0.02 0.04 -0.04
C -3.911 -1.831 0.586 -0.03 0.02 -0.03
H -5.404 -2.579 -1.823 0.02 0.01 -0.01
C 2.264 -1.095 -2.199 0.00 -0.04 0.02
N -2.167 -2.545 -0.938 0.06 -0.28 -0.08
C 6.298 1.988 0.547 0.01 0.00 0.00
Ge 1.747 1.191 -0.590 -0.01 0.14 -0.13
H -1.178 5.051 -2.397 0.01 0.00 0.00
C -5.153 -1.883 1.116 0.02 -0.01 0.03
N -2.917 -1.366 1.432 -0.19 0.06 0.03
H -3.007 -0.956 4.592 0.02 0.01 0.02
C -3.398 -1.139 2.632 0.20 -0.01 -0.04
C 1.401 -5.270 3.825 0.02 -0.04 -0.03
C -2.402 2.057 0.717 -0.01 -0.05 -0.14
C 5.740 2.616 -0.560 0.02 -0.01 0.01
C -1.375 0.023 -2.084 -0.06 0.10 -0.08
C 1.827 0.229 -2.303 0.04 -0.16 0.04
H -0.716 -0.810 -2.264 0.01 0.00 0.02
O -0.218 -1.636 2.656 0.12 -0.13 -0.04
C 0.083 4.789 0.730 -0.02 0.02 -0.02
C 0.774 3.597 0.579 0.05 -0.02 0.03
N -1.536 0.416 -0.814 0.12 -0.22 -0.04
H 3.994 2.887 -1.758 -0.02 -0.01 0.02
N -2.871 3.280 2.316 -0.03 0.06 0.02
H -6.058 -2.254 0.667 0.02 0.01 0.01
C 0.788 2.906 -0.638 0.03 0.09 0.10
C 0.076 3.459 -1.698 -0.03 -0.05 -0.13
Cl -0.292 -2.118 5.543 0.02 -0.01 -0.03
C -2.301 1.503 -0.637 -0.05 0.06 0.20
N -1.753 1.511 1.776 -0.13 -0.15 0.01
C 1.543 0.713 -3.578 -0.01 0.13 -0.04
H -0.584 -3.556 -3.562 -0.02 0.03 -0.01
N -3.101 3.137 0.999 0.01 0.00 0.06
H 1.427 0.305 -5.679 0.00 0.00 0.01
H 0.027 2.958 -2.658 0.03 -0.02 0.06
C 0.311 -2.773 2.975 -0.01 0.02 0.03
H 0.064 -3.121 -2.029 -0.02 0.02 0.03
```
Positions in Å, forces in eV/Å.

Summary:
**LUMO (spin up / spin down)**: -0.1 / -0.1 eV
**Expectation value of S²**: 0.983
**Total charge**: 0
**Gap between HOMO and LUMO (spin up / spin down)**: 7.0 / 6.5 eV
**Multiplicity**: 2
**Energy above the lowest of the compared OMol25 structures with the same formula, charge and spin**: 148.2 kJ/mol

Results of the Löwdin charge analysis, in e, for atoms 1 through 2: C -0.15; H 0.09

=====

Entry 2:
The following is a DFT calculation (the ωB97M-V functional and the def2-TZVPD basis) of the molecule C10H11N3O2 at a distorted geometry.

Geometry as XYZ:
```
26
Properties=species:S:1:pos:R:3:forces:R:3
C -1.571 -0.650 -0.156 1.45 -1.73 -0.58
C 1.735 0.227 -0.440 -1.66 -2.42 2.68
H 1.099 1.430 -2.194 0.08 -0.68 1.06
C -2.920 -0.424 -0.211 -2.01 1.83 0.27
N 2.955 0.925 0.064 -0.61 -1.36 -1.56
H 0.967 -0.297 -2.525 0.70 0.44 1.67
N 1.054 -2.432 -0.138 -0.87 -2.67 0.18
O 3.193 0.958 1.234 0.24 0.28 1.37
C -2.656 1.706 0.968 -1.53 0.42 0.85
H 2.541 0.526 -2.204 -0.24 -0.43 -0.71
N 0.898 -3.405 0.697 1.09 3.16 -1.44
H -3.119 2.663 1.485 1.12 -2.03 -1.34
C -0.737 0.257 0.463 -0.16 1.28 1.43
H -4.587 1.053 0.253 0.97 -0.78 -0.04
H 2.249 -1.173 1.135 0.75 -0.87 0.17
H -0.707 2.241 1.382 1.11 0.46 0.91
C 1.552 -1.179 0.321 -0.09 1.60 1.67
H 1.053 0.561 1.567 0.16 -0.22 0.48
C 0.721 0.041 0.690 -0.65 0.42 -1.58
H -3.561 -1.122 -0.725 -0.11 -0.16 -0.01
H -1.091 -1.602 -0.597 -1.09 1.67 0.69
H 0.577 -4.255 0.181 0.09 1.00 -0.14
O 3.653 1.319 -0.825 1.76 1.37 -0.13
C -1.301 1.424 1.087 -0.68 -1.12 -2.08
C 1.516 0.441 -1.849 -0.71 0.60 -3.71
C -3.512 0.768 0.336 0.88 -0.07 -0.09
```
Positions in Å, forces in eV/Å.

Summary:
**LUMO**: -0.2 eV
**Total charge**: 0
**SMILES**: [H]/N=N/[C@@H]1[C@H](c2ccccc2)[C@@]1(C)[N+](=O)[O-]
**Gap between HOMO and LUMO**: 8.9 eV
**Multiplicity**: 1
**Energy above the lowest of the compared OMol25 structures with the same formula, charge and spin**: 660.8 kJ/mol

Results of the Löwdin charge analysis, in e, for atoms 1 through 2: C -0.06; C -0.26

=====

Entry 3:
The following is a DFT calculation (the ωB97M-V functional and the def2-TZVPD basis) of C26H25CrI2N5O3S3 as an isolated structure at a distorted geometry.

Geometry as XYZ:
```
65
Properties=species:S:1:pos:R:3:forces:R:3
C 4.459 1.518 1.701 -0.01 0.04 0.01
H 2.078 -0.222 4.651 -0.07 -0.02 0.00
C 0.698 -0.894 3.178 0.01 -0.14 -0.25
C 2.138 2.242 -2.659 -0.04 0.02 0.04
C 2.148 -1.204 -0.773 0.05 0.08 0.05
H -5.142 2.032 -7.104 -0.02 -0.05 0.03
C -4.949 -1.712 -6.175 0.02 -0.01 -0.06
H 5.212 1.254 2.438 -0.04 0.01 -0.02
H 3.234 4.187 0.026 0.04 -0.09 0.00
S -2.906 -2.050 -1.960 0.16 0.01 0.31
C 4.331 2.832 1.286 0.01 -0.01 0.00
C -3.318 -0.540 1.066 0.53 0.24 -0.04
C -2.189 -0.587 -2.606 -0.21 -0.38 0.19
H -0.027 -5.317 -0.849 0.03 0.05 0.00
C -5.592 -1.310 -7.340 0.01 -0.06 0.01
H -6.199 0.337 -8.581 0.06 -0.03 0.05
N -3.738 -1.112 -4.109 0.04 0.09 -0.09
H 0.621 2.021 -1.170 -0.09 0.07 0.09
H -1.438 -3.450 0.495 0.05 0.05 -0.06
C 0.998 -0.189 4.480 0.05 0.19 0.05
C 1.556 2.558 -1.273 0.33 -0.07 -0.13
N -2.162 -0.209 0.929 -1.15 -0.82 0.01
H 3.159 -1.251 -1.168 0.03 -0.02 0.03
H 1.326 3.620 -1.198 -0.03 0.05 0.00
H 5.003 -1.677 0.099 0.01 0.00 0.11
C 3.358 3.158 0.353 0.00 0.03 0.03
H 2.361 1.174 -2.749 -0.03 0.09 0.00
H 3.909 -0.827 2.839 0.03 0.00 0.05
C -5.103 0.980 -6.844 0.04 -0.01 0.04
H 5.967 -0.976 1.398 -0.07 -0.04 -0.02
C 3.816 -0.889 1.754 0.12 0.12 -0.13
C 1.386 -3.638 -1.213 0.04 -0.05 -0.05
I -0.719 4.774 1.128 -0.02 -0.37 -0.03
I -1.584 2.105 1.037 -0.26 1.25 0.22
H 5.206 -2.563 1.619 -0.03 0.10 -0.05
S -5.206 -3.318 -3.353 0.04 0.07 -0.08
C -4.402 -0.755 -5.330 0.05 0.05 0.16
H 2.198 -4.066 -1.787 -0.11 0.02 0.07
O 0.846 -2.098 3.073 -0.08 0.30 -0.17
O -4.449 -0.825 1.216 0.35 0.04 -0.03
C -0.506 -3.318 -0.037 0.11 -0.05 0.01
N 0.114 -2.131 -0.076 0.12 -0.03 -0.16
H -4.006 1.322 -5.025 0.00 0.01 -0.01
C -4.464 0.594 -5.676 -0.06 -0.03 0.05
H 0.509 -0.717 5.297 0.03 -0.02 0.00
H 1.421 2.499 -3.444 0.08 -0.04 0.09
C -4.029 -2.147 -3.276 0.13 0.31 -0.16
Cr -0.225 -0.267 0.395 -0.24 -0.29 0.64
C 5.071 -1.567 1.186 -0.05 0.02 0.01
N 1.711 -0.126 -0.188 0.47 0.16 0.09
S -0.874 0.301 -1.926 0.33 -0.01 -0.20
H 0.675 0.847 4.446 0.00 0.03 0.06
C 2.642 0.864 0.274 -0.09 -0.09 -0.22
C 3.619 0.515 1.218 0.00 -0.09 0.01
H 2.945 -1.509 1.570 -0.13 -0.07 -0.02
C -5.684 0.032 -7.677 0.00 0.00 0.01
H 4.984 3.600 1.690 -0.07 -0.06 -0.02
H 3.063 2.800 -2.831 -0.06 -0.04 0.02
H -4.874 -2.758 -5.931 -0.02 -0.02 0.06
H -6.020 -2.065 -7.992 0.03 0.06 0.06
O 0.282 -0.074 2.231 0.18 -0.58 -0.37
C 2.516 2.187 -0.171 -0.06 0.07 -0.11
N -2.731 -0.232 -3.719 -0.23 -0.04 -0.31
C 0.242 -4.279 -0.728 -0.07 0.03 0.03
C 1.288 -2.314 -0.796 -0.23 -0.01 0.10
```
Positions in Å, forces in eV/Å.

Summary:
**LUMO (spin up / spin down)**: 1.3 / 1.3 eV
**Expectation value of S²**: 0.766
**Total charge**: -1
**Gap between HOMO and LUMO (spin up / spin down)**: 6.6 / 6.6 eV
**Multiplicity**: 2
**Energy above the lowest of the compared OMol25 structures with the same formula, charge and spin**: 0.0 kJ/mol

Results of the Löwdin charge analysis, in e, for atoms 1 through 2: C -0.05; H 0.08

=====

Entry 4:
The following is a DFT calculation (the ωB97M-V functional and the def2-TZVPD basis) of a 2-piece molecular cluster, CH2ClN3S overall at a distorted geometry.

Geometry as XYZ:
```
8
Properties=species:S:1:pos:R:3:forces:R:3
N 0.038 -0.045 0.365 0.44 -1.16 -3.89
Cl -1.400 -2.637 0.299 0.15 -0.41 0.39
C -3.130 0.120 -0.267 -0.12 -0.30 0.27
N -2.294 -0.593 -0.721 -2.24 1.76 -0.27
N -1.184 -1.173 -0.653 5.25 -0.13 1.07
H 1.021 -0.350 -0.091 -3.05 0.44 1.55
S -4.339 0.913 0.276 -0.61 0.67 0.14
H -0.060 -0.409 1.290 0.17 -0.87 0.74
```
Positions in Å, forces in eV/Å.

Summary:
**LUMO (spin up / spin down)**: -1.1 / -1.1 eV
**Total charge**: 0
**Gap between HOMO and LUMO (spin up / spin down)**: 7.9 / 7.9 eV
**Multiplicity**: 1
**Energy above the lowest of the compared OMol25 structures with the same formula, charge and spin**: 250.1 kJ/mol

Results of the Löwdin charge analysis, in e, for atoms 1 through 2: N 0.04; Cl 0.53

=====

Entry 5:
The following is a DFT calculation (the ωB97M-V functional and the def2-TZVPD basis) of C9H12ClN2O2 as an isolated structure at a distorted geometry.

Geometry as XYZ:
```
26
Properties=species:S:1:pos:R:3:forces:R:3
Cl 4.968 -1.510 -0.319 0.05 -0.07 -0.06
H -4.938 -1.581 -1.198 -0.05 0.00 0.01
H -3.354 0.353 -1.258 0.00 -0.05 0.17
C 3.093 2.003 -0.246 0.00 -0.09 -0.15
N -2.190 -0.342 0.318 0.15 0.12 0.12
C -3.484 -0.257 -0.360 -0.69 0.14 -0.31
H 0.198 -1.327 2.409 -0.05 0.25 -0.21
O -1.137 1.478 -0.612 -0.59 0.07 -0.14
H 3.340 3.038 -0.421 0.04 0.09 0.00
C 1.823 1.668 0.192 -0.17 -0.30 0.04
C 4.064 1.030 -0.411 0.06 -0.05 0.00
O 0.107 -1.297 1.440 0.30 -0.14 -0.31
C 2.473 -0.672 0.207 -0.10 -0.02 0.01
C 1.518 0.321 0.423 1.06 -0.11 -0.57
H 5.067 1.303 -0.693 0.11 0.01 -0.06
H -3.286 -2.149 -1.389 0.07 -0.05 -0.05
H -4.194 0.245 0.302 0.15 0.00 -0.06
H -0.224 1.844 -0.685 -0.04 -0.27 0.12
H 1.122 2.447 0.462 0.00 0.12 0.18
N 0.334 0.025 1.077 -5.21 1.04 -0.47
C -3.971 -1.651 -0.708 0.03 0.04 -0.05
H -4.089 -2.262 0.186 -0.03 -0.04 0.05
H 2.235 -1.707 0.394 0.02 -0.02 0.03
C 3.754 -0.305 -0.172 -0.25 0.33 -0.04
C -1.214 0.455 0.140 4.89 -1.31 1.82
H -2.017 -1.150 0.921 0.25 0.26 -0.07
```
Positions in Å, forces in eV/Å.

Summary:
**LUMO**: -3.3 eV
**Total charge**: +1
**Gap between HOMO and LUMO**: 9.0 eV
**Multiplicity**: 1
**Energy above the lowest of the compared OMol25 structures with the same formula, charge and spin**: 140.4 kJ/mol

Results of the Löwdin charge analysis, in e, for atoms 1 through 2: Cl 0.74; H 0.09

=====

Entry 6:
The following is a DFT calculation (the ωB97M-V functional and the def2-TZVPD basis) of a 2-piece molecular cluster, C2H6NP overall at a distorted geometry.

Geometry as XYZ:
```
10
Properties=species:S:1:pos:R:3:forces:R:3
C 1.806 0.493 -0.287 -1.01 0.59 1.87
H 0.896 0.992 -0.304 -1.55 1.32 -0.21
H -1.830 0.269 0.158 -0.08 0.01 0.22
H -2.662 -1.241 -0.873 -0.38 0.33 0.40
H 2.580 1.075 -0.676 1.66 -0.07 -1.28
H -3.624 0.635 -0.738 0.16 -0.55 0.38
H 2.376 -0.544 1.849 -0.33 -0.27 0.24
N 1.588 -0.953 -0.182 1.11 -1.27 0.83
P -3.104 -0.357 0.182 0.33 0.22 -1.00
C 1.973 -0.369 0.870 0.10 -0.30 -1.44
```
Positions in Å, forces in eV/Å.

Summary:
**LUMO**: 1.0 eV
**Total charge**: 0
**SMILES**: C1=NC1.P
**Gap between HOMO and LUMO**: 11.1 eV
**Multiplicity**: 1
**Energy above the lowest of the compared OMol25 structures with the same formula, charge and spin**: 209.8 kJ/mol

Results of the Löwdin charge analysis, in e, for atoms 1 through 2: C -0.19; H 0.04